Record 1
Computed, not measured: C3H4S in the gas phase, with wB97M-V/def2-TZVPD.

Last column: Mulliken charge in e.
Positions of all 8 atoms, in Å:
S (-1.80463, -0.03558, -0.02987)  -0.277
C (-0.08843, -0.18613, -0.72864)  -0.342
C (0.87764, -0.36944, 0.40348)  -0.439
C (0.88575, 0.84530, -0.06116)  -0.142
H (-1.78550, -0.94366, 1.05467)  0.121
H (-0.18374, -0.18818, -1.78291)  0.384
H (0.98016, -1.01740, 1.25786)  0.330
H (1.11876, 1.89509, -0.11343)  0.365

* energy relative to the best compared isomer or geometry (same formula, charge and spin): 49.7 kcal per mole
* SMILES: SC1C=C1

Record 2
Computed, not measured: a molecular structure, C12H12N6OS2Y, with wB97M-V/def2-TZVPD.

Last column: Mulliken charge in e.
Positions of all 34 atoms, in Å:
Y (-0.60998, 1.95600, -1.53511)  0.817
N (-4.36848, 1.46565, 1.40106)  -0.494
C (-3.14716, 1.47663, 0.73244)  0.487
S (-3.26522, 1.37325, -0.99510)  -0.596
N (-2.10389, 1.53213, 1.49198)  -1.011
N (-0.88491, 1.49902, 0.83037)  0.512
C (0.09687, 1.30912, 1.64150)  -0.332
C (1.50831, 1.15060, 1.37959)  0.518
C (2.32457, 0.97225, 2.50580)  -0.729
C (3.68389, 0.76767, 2.40149)  -0.685
C (4.25911, 0.73259, 1.13219)  -0.347
C (3.49123, 0.90070, 0.00210)  -0.499
C (2.09672, 1.12045, 0.08019)  0.587
O (1.39255, 1.27496, -0.98919)  -0.562
H (-5.11888, 1.84098, 0.84276)  0.243
H (-4.30862, 1.86937, 2.32531)  0.257
H (-0.17055, 1.22164, 2.69695)  0.248
H (1.86089, 0.99870, 3.48595)  0.299
H (4.29076, 0.63765, 3.28774)  0.372
H (5.32703, 0.57671, 1.02751)  0.344
H (3.93948, 0.89246, -0.98352)  0.407
S (-0.50118, 4.24963, -2.18323)  -0.862
N (-2.56688, -3.73212, -1.42376)  -0.513
C (-1.44190, -2.95516, -1.63095)  0.562
C (-1.56423, -1.57062, -1.83109)  -0.152
N (-0.50774, -0.81212, -2.04996)  -0.228
C (0.69003, -1.41787, -2.09525)  -0.266
C (0.79155, -2.77810, -1.91526)  -0.370
N (-0.26488, -3.56104, -1.67548)  -0.627
H (-3.34662, -3.24732, -1.00743)  0.251
H (-2.36730, -4.62164, -0.99373)  0.277
H (-2.52552, -1.07298, -1.77206)  0.238
H (1.55247, -0.78362, -2.24002)  0.494
H (1.75846, -3.26561, -1.94378)  0.361

* energy relative to the best compared isomer or geometry (same formula, charge and spin): 8.3 kcal per mole
* charge: -1